[1]
Here is the ion C4H6NS with charge +1 at a distorted geometry from OMol25. Energies are from ωB97M-V/def2-TZVPD.

## Properties
Charge: +1
Energy above the lowest of the compared OMol25 structures with the same formula, charge and spin (kJ/mol): 538.1
Electronic energy (eV): -16556.994
E_LUMO (eV): -4.85

Positions of all 12 atoms, in Å:
1 S -0.75 -2.46 0.43
2 N -1.48 0.18 -0.09
3 C -2.58 -2.21 0.02
4 C -2.17 -1.05 -0.15
5 C -0.30 -0.48 0.54
6 C 0.89 -0.27 -0.22
7 H 1.63 -0.98 0.16
8 H 0.94 -0.51 -1.23
9 H -1.27 0.66 -0.97
10 H -0.14 -0.41 1.61
11 H -1.90 0.87 0.58
12 H 1.23 0.73 -0.13

[2]
Here is the ion C4H6NS with charge +1 at a distorted geometry from OMol25. Energies are from ωB97M-V/def2-TZVPD.

## Properties
Charge: +1
Spin multiplicity: 3
Energy above the lowest of the compared OMol25 structures with the same formula, charge and spin (kJ/mol): 101.2
Electronic energy (eV): -16558.444
E_LUMO (alpha / beta) (eV): -3.70 / -8.49

Positions of all 12 atoms, in Å:
1 S 1.22 1.29 -0.24
2 N -0.27 0.45 -0.08
3 C -0.06 -0.84 0.09
4 C 1.24 -1.24 0.12
5 C 2.07 -0.19 -0.19
6 C -1.86 1.08 -0.02
7 H -2.34 0.11 -0.12
8 H -0.90 -1.53 -0.04
9 H 1.49 -2.27 0.23
10 H 3.22 -0.19 -0.07
11 H -1.99 1.92 -0.68
12 H -1.81 1.42 1.00

[3]
Here is the ion C4H6NS with charge +1 at a distorted geometry from OMol25. Energies are from ωB97M-V/def2-TZVPD.

## Properties
Charge: +1
Spin multiplicity: 3
Energy above the lowest of the compared OMol25 structures with the same formula, charge and spin (kJ/mol): 344.6
Electronic energy (eV): -16555.921
E_LUMO (alpha / beta) (eV): -4.00 / -8.55

Positions of all 12 atoms, in Å:
1 S -2.63 0.57 0.05
2 N 0.19 0.42 -0.08
3 C 1.51 -0.15 -0.01
4 C -1.95 -1.16 -0.06
5 C -1.02 0.14 0.14
6 C 1.36 1.33 0.00
7 H -2.23 -1.88 0.72
8 H 1.75 1.78 0.96
9 H 1.79 -0.50 1.04
10 H -1.91 -1.66 -1.04
11 H 1.88 -0.96 -0.81
12 H 1.25 2.08 -0.91

[4]
Here is a structure of composition C4H6NiO2 at a distorted geometry from OMol25. Energies are from ωB97M-V/def2-TZVPD.

## Properties
Charge: 0
Spin multiplicity: 3
Energy above the lowest of the compared OMol25 structures with the same formula, charge and spin (kJ/mol): 212.1
Electronic energy (eV): -49376.943
E_LUMO (alpha / beta) (eV): -0.70 / -0.90

Positions of all 13 atoms, in Å:
1 Ni -1.50 -0.82 2.20
2 O -3.03 -1.09 1.23
3 O 2.54 -0.11 -0.77
4 C -2.08 0.24 0.31
5 C 1.15 -0.38 -0.72
6 C -0.84 0.41 0.59
7 C 0.47 0.77 0.01
8 H 0.73 -0.47 -1.74
9 H 1.14 1.12 0.82
10 H 0.96 -1.33 -0.19
11 H 3.01 -0.89 -1.07
12 H 0.32 1.61 -0.70
13 H -2.87 0.94 0.03

[5]
Here is the ion C4H6O with charge -1 at a distorted geometry from OMol25. Energies are from ωB97M-V/def2-TZVPD.

## Properties
Charge: -1
Spin multiplicity: 2
Energy above the lowest of the compared OMol25 structures with the same formula, charge and spin (kJ/mol): 8.6
Electronic energy (eV): -6290.580
E_LUMO (alpha / beta) (eV): 4.40 / 4.28

Positions of all 11 atoms, in Å:
1 O -0.72 -0.23 -1.13
2 C 1.46 -1.02 -0.50
3 C -1.08 1.16 1.23
4 C 0.31 -0.28 -0.21
5 C 0.08 0.43 0.95
6 H -1.81 1.37 0.46
7 H 0.83 0.25 1.72
8 H 1.49 -1.67 -1.38
9 H -1.42 1.36 2.24
10 H 2.38 -0.81 0.02
11 H -0.40 -0.74 -1.90

[6]
Here is the molecule C4H6O from OMol25. Energies are from ωB97M-V/def2-TZVPD.

## Properties
Charge: 0
Energy above the lowest of the compared OMol25 structures with the same formula, charge and spin (kJ/mol): 186.0
Electronic energy (eV): -6289.991
E_LUMO (eV): 1.04

Positions of all 11 atoms, in Å:
1 O -0.58 0.20 0.97
2 C 2.39 0.71 -0.85
3 C 0.45 -0.61 0.45
4 C 1.50 0.15 -0.26
5 C -1.73 0.21 0.16
6 H 3.17 1.20 -1.40
7 H -2.23 -0.78 0.17
8 H 0.04 -1.37 -0.22
9 H -1.50 0.48 -0.88
10 H 0.91 -1.14 1.30
11 H -2.41 0.95 0.58

[7]
Here is the molecule C4H6O from OMol25. Energies are from ωB97M-V/def2-TZVPD.

## Properties
Charge: 0
Energy above the lowest of the compared OMol25 structures with the same formula, charge and spin (kJ/mol): 302.3
Electronic energy (eV): -6288.785
E_LUMO (eV): 1.00

Positions of all 11 atoms, in Å:
1 O 1.05 0.92 -0.94
2 C -0.01 0.16 0.65
3 C 0.13 1.48 -0.14
4 C -1.26 -0.29 -0.13
5 C 1.30 -0.21 -0.06
6 H -1.50 0.52 -0.85
7 H 2.20 0.02 0.51
8 H -1.11 -1.20 -0.72
9 H -0.08 0.13 1.74
10 H -2.13 -0.37 0.51
11 H 1.40 -1.17 -0.57

[8]
Here is the molecule C4H6O from OMol25. Energies are from ωB97M-V/def2-TZVPD.

## Properties
Charge: 0
Energy above the lowest of the compared OMol25 structures with the same formula, charge and spin (kJ/mol): 143.8
Electronic energy (eV): -6290.427
E_LUMO (eV): 0.99

Positions of all 11 atoms, in Å:
1 O -0.86 1.38 0.84
2 C -0.73 -1.04 0.33
3 C 0.83 0.54 -0.64
4 C 1.99 0.47 -0.98
5 C -0.55 0.42 -0.15
6 H -1.25 0.64 -0.97
7 H -1.55 -1.54 -0.19
8 H -0.95 -1.04 1.40
9 H 0.18 -1.62 0.16
10 H 3.01 0.41 -1.28
11 H -0.12 1.40 1.47

[9]
Here is the molecule C4H6O at a distorted geometry from OMol25. Energies are from ωB97M-V/def2-TZVPD.

## Properties
Charge: 0
Energy above the lowest of the compared OMol25 structures with the same formula, charge and spin (kJ/mol): 193.9
Electronic energy (eV): -6289.908
E_LUMO (eV): 0.92

Positions of all 11 atoms, in Å:
1 O -1.17 -1.12 -0.49
2 C 2.20 -0.76 0.38
3 C -0.70 1.17 -0.30
4 C -0.47 -0.18 0.28
5 C 1.07 -0.41 0.27
6 H -1.09 -1.92 -0.11
7 H -1.55 1.68 0.13
8 H 0.11 1.85 -0.30
9 H -0.75 -0.32 1.31
10 H -0.90 1.03 -1.28
11 H 3.24 -1.02 0.11

[10]
Here is the molecule C4H6O from OMol25. Energies are from ωB97M-V/def2-TZVPD.

## Properties
Charge: 0
Energy above the lowest of the compared OMol25 structures with the same formula, charge and spin (kJ/mol): 103.1
Electronic energy (eV): -6290.850
E_LUMO (eV): 1.07

Positions of all 11 atoms, in Å:
1 O 2.26 -0.98 -0.26
2 C 1.37 -0.57 0.46
3 C 0.46 0.45 -0.08
4 C -0.95 0.91 0.19
5 C -0.76 -0.44 -0.40
6 H 1.13 -1.08 1.41
7 H -1.25 1.67 -0.52
8 H 0.97 1.01 -0.87
9 H -0.94 -0.72 -1.43
10 H -1.39 1.01 1.18
11 H -0.90 -1.25 0.32

[11]
Here is the molecule C4H6O at a distorted geometry from OMol25. Energies are from ωB97M-V/def2-TZVPD.

## Properties
Charge: 0
Energy above the lowest of the compared OMol25 structures with the same formula, charge and spin (kJ/mol): 268.2
Electronic energy (eV): -6289.138
E_LUMO (eV): 0.19

Positions of all 11 atoms, in Å:
1 O 1.42 -0.28 0.99
2 C 0.50 -0.06 -1.98
3 C -0.16 0.38 -0.87
4 C -0.99 -0.05 1.51
5 C 0.03 -0.14 0.58
6 H 1.71 0.18 1.76
7 H 1.47 -0.49 -1.86
8 H -1.16 0.77 -0.86
9 H -0.13 -0.21 -2.91
10 H -1.86 -0.47 1.21
11 H -0.83 0.38 2.42

[12]
Here is the molecule C4H6O2 from OMol25. Energies are from ωB97M-V/def2-TZVPD.

## Properties
Charge: 0
Energy above the lowest of the compared OMol25 structures with the same formula, charge and spin (kJ/mol): 254.8
Electronic energy (eV): -8337.821
E_LUMO (eV): 0.90

Positions of all 12 atoms, in Å:
1 O 0.99 -1.32 0.43
2 O -1.61 -0.71 -0.86
3 C -0.58 0.18 -0.57
4 C 0.88 -0.32 -0.58
5 C -0.42 0.51 0.94
6 C 1.03 0.04 0.83
7 H 1.90 0.38 1.38
8 H -0.54 1.57 1.15
9 H -1.55 -1.00 -1.77
10 H -1.05 -0.09 1.60
11 H 1.60 -0.34 -1.39
12 H -0.66 1.11 -1.16

[13]
Here is a structure of composition C4H6O2 from OMol25. Energies are from ωB97M-V/def2-TZVPD.

## Properties
Charge: 0
Energy above the lowest of the compared OMol25 structures with the same formula, charge and spin (kJ/mol): 456.2
Electronic energy (eV): -8335.733
E_LUMO (eV): 0.50

Positions of all 12 atoms, in Å:
1 O 0.82 1.44 -0.21
2 O -0.33 -2.00 0.76
3 C -1.62 -0.32 -0.38
4 C 0.60 0.09 0.88
5 C 1.73 0.34 -0.03
6 C -0.45 -0.84 0.41
7 H -2.25 -1.16 -0.69
8 H -2.21 0.36 0.23
9 H -1.28 0.24 -1.26
10 H 2.71 0.62 0.38
11 H 0.49 1.47 0.86
12 H 1.79 -0.23 -0.95

[14]
Here is the molecule C4H6O2 at a distorted geometry from OMol25. Energies are from ωB97M-V/def2-TZVPD.

## Properties
Charge: 0
Energy above the lowest of the compared OMol25 structures with the same formula, charge and spin (kJ/mol): 230.4
Electronic energy (eV): -8338.073
E_LUMO (eV): 0.67

Positions of all 12 atoms, in Å:
1 O 0.19 -1.41 -0.06
2 O -1.19 1.63 -0.03
3 C -0.71 0.53 -0.03
4 C 1.93 0.43 -0.18
5 C -1.18 -1.03 -0.13
6 C 0.65 -0.10 0.44
7 H -1.78 -1.25 0.90
8 H -1.76 -1.27 -1.15
9 H 1.91 0.44 -1.29
10 H 2.81 -0.08 0.04
11 H 0.69 -0.06 1.54
12 H 2.05 1.48 0.02

[15]
Here is the molecule C4H6O2 from OMol25. Energies are from ωB97M-V/def2-TZVPD.

## Properties
Charge: 0
Energy above the lowest of the compared OMol25 structures with the same formula, charge and spin (kJ/mol): 182.6
Electronic energy (eV): -8338.569
E_LUMO (eV): 0.84

Positions of all 12 atoms, in Å:
1 O -0.11 -0.65 -1.38
2 O 2.77 0.15 0.60
3 C 0.81 -0.79 -0.31
4 C 1.74 0.33 0.00
5 C -1.35 0.66 0.31
6 C -0.64 -0.62 -0.07
7 H 1.41 1.35 -0.30
8 H 1.24 -1.79 -0.22
9 H -2.39 0.52 0.01
10 H -1.33 0.88 1.38
11 H -1.15 -1.54 0.24
12 H -0.98 1.52 -0.25

[16]
Here is the molecule C4H6O2 at a distorted geometry from OMol25. Energies are from ωB97M-V/def2-TZVPD.

## Properties
Charge: 0
Energy above the lowest of the compared OMol25 structures with the same formula, charge and spin (kJ/mol): 476.2
Electronic energy (eV): -8335.526
E_LUMO (eV): 1.01

Positions of all 12 atoms, in Å:
1 O -2.36 0.25 0.12
2 O 0.03 0.28 -0.61
3 C -1.63 -0.17 -0.74
4 C -0.18 -1.26 -0.68
5 C 1.49 0.93 1.00
6 C 0.26 0.58 0.73
7 H 0.59 -1.69 0.00
8 H 0.13 -1.60 -1.68
9 H -0.58 0.39 1.41
10 H 1.83 1.09 2.02
11 H 2.17 1.06 0.16
12 H -1.78 0.05 -1.81

[17]
Here is the molecule C4H6O2 at a distorted geometry from OMol25. Energies are from ωB97M-V/def2-TZVPD.

## Properties
Charge: 0
Energy above the lowest of the compared OMol25 structures with the same formula, charge and spin (kJ/mol): 423.0
Electronic energy (eV): -8336.077
E_LUMO (eV): 0.03

Positions of all 12 atoms, in Å:
1 O 2.08 -0.42 0.75
2 O -1.00 2.13 -0.17
3 C 0.17 0.08 -0.44
4 C -0.92 0.87 -0.61
5 C 1.40 0.51 0.04
6 C -0.63 -1.25 0.05
7 H -1.74 0.62 -1.28
8 H 0.14 -2.00 -0.13
9 H 2.96 -0.08 0.95
10 H -0.14 2.34 0.24
11 H -0.83 -1.25 1.13
12 H -1.50 -1.55 -0.53

[18]
Here is a cluster of 2 separate species, C4H6O2 in total at a distorted geometry from OMol25. Energies are from ωB97M-V/def2-TZVPD.

## Properties
Charge: 0
Energy above the lowest of the compared OMol25 structures with the same formula, charge and spin (kJ/mol): 242.3
Electronic energy (eV): -8337.950
E_LUMO (eV): 0.88

Positions of all 12 atoms, in Å:
1 O -1.98 0.33 -1.09
2 O -2.44 1.25 0.99
3 C -2.48 1.24 -0.20
4 C -0.29 -1.36 1.19
5 C 0.62 -0.71 0.75
6 C 1.56 0.35 0.36
7 H 2.47 0.33 1.00
8 H 1.19 1.28 0.64
9 H -1.00 -1.84 1.80
10 H -1.40 -0.35 -0.72
11 H 1.95 0.30 -0.59
12 H -3.16 1.97 -0.68

[19]
Here is a structure of composition C4H6O2 from OMol25. Energies are from ωB97M-V/def2-TZVPD.

## Properties
Charge: 0
Energy above the lowest of the compared OMol25 structures with the same formula, charge and spin (kJ/mol): 526.5
Electronic energy (eV): -8335.004
E_LUMO (eV): 0.47

Positions of all 12 atoms, in Å:
1 O 0.55 1.60 0.34
2 O 0.07 -1.25 -1.15
3 C -0.62 0.95 -0.17
4 C 0.06 -0.50 0.01
5 C 1.27 0.37 0.38
6 C -1.59 0.46 0.73
7 H -2.30 -0.09 0.09
8 H 1.69 0.17 1.38
9 H -0.34 -1.04 0.88
10 H 2.05 0.30 -0.38
11 H -0.81 1.20 -1.22
12 H 0.04 -2.19 -0.91